{"formula": "C71H140N8O21", "method": "ωB97M-V/def2-TZVPD", "relative_energy_ev": 0.005, "lumo_ha": 0.0020, "e_homo_ev": -7.91, "species": ["C", "C", "C", "C", "C", "C", "N", "O", "C", "C", "C", "H", "H", "H", "H", "H", "H", "H", "H", "H", "H", "H", "H", "H", "H", "H", "H", "H", "H", "H", "C", "C", "C", "C", "C", "C", "N", "O", "C", "C", "C", "H", "H", "H", "H", "H", "H", "H", "H", "H", "H", "H", "H", "H", "H", "H", "H", "H", "H", "H", "C", "C", "C", "C", "C", "C", "N", "O", "C", "C", "C", "H", "H", "H", "H", "H", "H", "H", "H", "H", "H", "H", "H", "H", "H", "H", "H", "H", "H", "H", "C", "C", "C", "C", "N", "H", "H", "H", "H", "H", "H", "H", "C", "C", "C", "C", "N", "H", "H", "H", "H", "H", "H", "H", "C", "C", "C", "C", "N", "H", "H", "H", "H", "H", "H", "H", "C", "C", "C", "C", "N", "H", "H", "H", "H", "H", "H", "H", "C", "C", "C", "C", "N", "H", "H", "H", "H", "H", "H", "H", "C", "C", "O", "C", "O", "O", "C", "H", "H", "H", "H", "H", "H", "H", "H", "C", "C", "O", "C", "O", "O", "C", "H", "H", "H", "H", "H", "H", "H", "H", "C", "C", "O", "C", "O", "O", "C", "H", "H", "H", "H", "H", "H", "H", "H", "C", "C", "O", "C", "O", "O", "C", "H", "H", "H", "H", "H", "H", "H", "H", "C", "C", "O", "C", "O", "O", "C", "H", "H", "H", "H", "H", "H", "H", "H", "C", "C", "O", "C", "O", "O", "C", "H", "H", "H", "H", "H", "H", "H", "H"], "coordinates": [[0.28842, -1.18108, 7.79158], [1.84886, -1.16620, 7.61362], [2.25813, -2.23079, 6.56471], [1.73631, -1.89205, 5.18637], [2.47509, -0.61080, 4.78201], [2.14720, 0.58975, 5.65918], [2.30672, 0.18113, 7.09228], [2.06123, 1.22056, 7.99308], [3.16015, 1.68661, 5.32011], [0.77344, 1.22237, 5.41278], [2.54352, -1.42270, 8.99334], [-0.05136, -2.13103, 8.20758], [-0.25065, -1.03933, 6.85909], [-0.01443, -0.35725, 8.38518], [3.36959, -2.28360, 6.37533], [1.94486, -3.21297, 6.91137], [0.64439, -1.75892, 5.20628], [1.90950, -2.70589, 4.47913], [2.15431, -0.30771, 3.78038], [3.55910, -0.85583, 4.65564], [4.15166, 1.22167, 5.53889], [3.08301, 1.96153, 4.26379], [3.12527, 2.54891, 5.99360], [0.70144, 2.13196, 5.96960], [0.82410, 1.57253, 4.37414], [-0.05740, 0.53849, 5.50282], [3.57961, -1.16886, 8.78105], [2.40399, -2.46176, 9.36376], [2.14649, -0.72554, 9.77041], [1.09067, 1.32720, 8.00304], [6.61372, 2.11898, -2.54990], [5.72416, 3.42928, -2.66539], [4.30295, 3.02150, -3.25669], [3.30220, 4.16922, -3.09926], [3.25181, 4.49193, -1.57280], [4.63427, 5.03485, -1.04066], [5.61303, 4.01151, -1.35361], [6.87481, 4.41242, -0.91463], [4.95026, 6.39601, -1.64569], [4.51943, 5.06609, 0.47710], [6.51098, 4.42591, -3.63599], [6.04167, 1.46922, -1.89477], [7.55936, 2.37188, -2.09397], [6.70042, 1.67732, -3.55044], [4.32647, 2.74119, -4.31330], [3.95741, 2.16707, -2.65383], [2.32021, 3.91388, -3.52330], [3.63351, 5.01733, -3.70012], [2.90027, 3.62907, -1.02894], [2.42796, 5.22857, -1.46725], [6.05550, 6.51452, -1.65788], [4.61707, 6.49407, -2.67794], [4.56889, 7.19370, -1.02649], [4.21847, 4.08814, 0.86132], [5.44118, 5.38424, 0.93690], [3.83593, 5.80489, 0.90377], [6.08915, 5.45160, -3.62001], [6.47116, 4.02158, -4.64513], [7.56958, 4.53936, -3.33970], [7.01270, 3.75242, -0.21551], [1.05435, 0.87521, -0.88368], [0.06706, 1.03312, 0.30876], [-0.81113, 2.31483, 0.13940], [-1.90605, 2.10796, -1.00652], [-2.66971, 0.83971, -0.57439], [-1.84289, -0.45313, -0.55884], [-0.74723, -0.22112, 0.40588], [0.08342, -1.35928, 0.55222], [-2.78018, -1.58100, -0.00946], [-1.38172, -0.79506, -1.97602], [0.84738, 1.20340, 1.64730], [1.40520, -0.13726, -0.86793], [1.87254, 1.54107, -0.74775], [0.55368, 1.08694, -1.83422], [-1.33768, 2.47718, 1.10010], [-0.15156, 3.14008, -0.06647], [-1.42680, 1.85625, -1.93187], [-2.53262, 2.99237, -1.21955], [-3.50443, 0.66840, -1.22899], [-3.15135, 1.03931, 0.40080], [-3.25192, -1.22409, 0.94651], [-3.53506, -1.68886, -0.78582], [-2.22277, -2.49292, 0.18717], [-0.66721, -1.61116, -1.98175], [-2.25593, -0.94111, -2.63927], [-0.88793, 0.03484, -2.46145], [0.16007, 1.34295, 2.49300], [1.48991, 2.05171, 1.62917], [1.46656, 0.34288, 1.81498], [-0.12313, -1.62277, 1.47227], [-5.60601, 4.96362, -0.31684], [-6.50992, 4.03182, -1.18288], [-5.79189, 3.32760, -2.35586], [-5.13214, 4.33775, -3.17160], [-4.63780, 5.20061, -3.70309], [-4.76445, 5.39910, -0.84994], [-5.22246, 4.42517, 0.55616], [-6.18259, 5.80233, 0.08674], [-7.33691, 4.59957, -1.55868], [-6.95948, 3.25779, -0.55445], [-6.53175, 2.81663, -3.00929], [-5.11567, 2.50542, -2.06188], [-5.68668, -5.55457, 0.97745], [-4.55952, -5.51778, -0.00705], [-4.89526, -6.19792, -1.31870], [-6.04512, -5.65184, -2.03073], [-6.99318, -5.19922, -2.53008], [-5.96317, -6.57761, 1.32564], [-6.62903, -5.13915, 0.57348], [-5.46345, -4.98684, 1.85242], [-3.69436, -6.05185, 0.39069], [-4.28541, -4.50165, -0.13020], [-4.99115, -7.26126, -1.12272], [-4.07064, -6.05735, -2.03200], [0.16203, -6.74049, -2.01916], [0.71394, -5.43940, -1.49428], [-0.38833, -4.50520, -0.94292], [-1.47973, -4.29060, -1.96079], [-2.39472, -4.07880, -2.63266], [-0.59004, -6.46793, -2.80002], [-0.39228, -7.30280, -1.24544], [0.93891, -7.40585, -2.37862], [1.25178, -4.85617, -2.25994], [1.39057, -5.56086, -0.65210], [0.01533, -3.53716, -0.63809], [-0.92711, -4.93082, -0.09618], [-5.37567, -2.60101, -6.16726], [-4.43200, -3.02808, -5.05560], [-4.94032, -2.50743, -3.70758], [-4.78370, -1.04105, -3.54887], [-4.50699, 0.07011, -3.38631], [-5.66830, -1.53569, -6.19055], [-6.29280, -3.14501, -6.08749], [-4.90760, -2.75273, -7.14478], [-3.39266, -2.71799, -5.25829], [-4.47162, -4.12391, -5.07479], [-4.37498, -2.93854, -2.88629], [-5.97402, -2.76131, -3.64447], [-1.61919, 0.53205, -5.45846], [-2.66300, 0.47641, -6.57150], [-2.24769, 1.28153, -7.77157], [-1.05262, 0.70282, -8.40114], [-0.10911, 0.12920, -8.75488], [-1.76819, -0.16752, -4.63916], [-1.63551, 1.51957, -5.00909], [-0.64118, 0.26057, -5.86422], [-3.61655, 0.86290, -6.18523], [-2.81527, -0.55673, -6.90294], [-2.09606, 2.37901, -7.53742], [-3.07706, 1.23505, -8.46722], [-1.45686, -6.13487, 3.90856], [-1.16498, -4.82500, 3.36569], [-1.94848, -3.82273, 3.99556], [-1.66601, -2.56762, 3.57907], [-0.69437, -2.26633, 2.90472], [-2.58025, -1.66371, 3.97983], [-2.30075, -0.33680, 3.63047], [-1.34627, -6.20970, 4.98444], [-0.75366, -6.84376, 3.50230], [-2.43032, -6.50254, 3.65402], [-1.44684, -4.76482, 2.31492], [-0.14001, -4.49700, 3.39371], [-2.07829, -0.30715, 2.56169], [-1.47412, 0.02192, 4.23433], [-3.18892, 0.26610, 3.79331], [2.68219, -2.35440, -2.34584], [3.21028, -1.16554, -3.17777], [2.10949, -0.38500, -3.62949], [2.42733, 0.46509, -4.60959], [3.44736, 0.46604, -5.18699], [1.42015, 1.34212, -4.76328], [1.57631, 2.26851, -5.80907], [3.43566, -3.16705, -2.25483], [1.78325, -2.74381, -2.80185], [2.40539, -2.07342, -1.31539], [3.77196, -1.64340, -4.00317], [3.96024, -0.56469, -2.63552], [0.73939, 2.97972, -5.77960], [1.61129, 1.81596, -6.80180], [2.53515, 2.78070, -5.70123], [3.06540, -2.28586, 1.59929], [2.24123, -3.51875, 1.28470], [2.75276, -4.80051, 1.77853], [3.54982, -5.57559, 1.04101], [4.03248, -6.63090, 1.42021], [3.95973, -4.99901, -0.12606], [4.75161, -5.84450, -0.92498], [4.01819, -2.43360, 1.07615], [3.29690, -2.13769, 2.65877], [2.57023, -1.39306, 1.18537], [2.15748, -3.68037, 0.21275], [1.30865, -3.44112, 1.82833], [5.72025, -6.12183, -0.51458], [4.97148, -5.18000, -1.76703], [4.23430, -6.73104, -1.29201], [4.53518, 0.72238, 0.31736], [5.51772, 0.51404, 1.40522], [5.60716, 1.59884, 2.30054], [6.44017, 2.64662, 1.94747], [7.25278, 2.64256, 1.05799], [6.26545, 3.64550, 2.80143], [5.11985, 3.82548, 3.66293], [4.75296, 1.61121, -0.25794], [3.50850, 0.75258, 0.67436], [4.61077, -0.08679, -0.40681], [6.49028, 0.40422, 1.01675], [5.32969, -0.37530, 2.04307], [5.15959, 4.88470, 3.88896], [5.27936, 3.27616, 4.58883], [4.21033, 3.60513, 3.14876], [-8.17826, -2.27658, -0.67170], [-6.70117, -2.02466, -0.71339], [-6.16686, -1.96800, 0.57910], [-5.79411, -0.76449, 1.09439], [-5.70730, 0.23014, 0.45625], [-5.49455, -0.84235, 2.39635], [-5.82528, -2.01887, 3.11250], [-8.61898, -1.38818, -0.16645], [-8.45149, -3.18005, -0.09409], [-8.69908, -2.31276, -1.61628], [-6.42610, -1.22670, -1.36790], [-6.19699, -2.89925, -1.12720], [-5.11681, -2.80705, 2.83442], [-6.83742, -2.36677, 2.79903], [-5.73908, -1.74269, 4.18714], [0.14988, 4.76803, 2.69359], [0.91207, 5.71021, 1.86417], [0.01647, 6.71885, 1.33827], [-0.55482, 6.38932, 0.14552], [-0.23546, 5.44760, -0.52585], [-1.60316, 7.23639, -0.03896], [-2.24332, 7.03022, -1.31248], [0.73156, 4.00095, 3.19709], [-0.56799, 4.24060, 2.03331], [-0.41787, 5.25735, 3.49072], [1.43003, 5.18521, 1.05539], [1.76026, 6.22387, 2.31276], [-1.48458, 7.10598, -2.05861], [-3.00024, 7.78846, -1.44922], [-2.63585, 6.04979, -1.26530]], "forces_ev_per_a": [[0.96, -0.73, -0.87], [-0.70, 0.56, -0.24], [0.99, 0.05, -0.03], [-0.36, 0.37, 0.13], [-0.70, -0.49, -1.26], [0.02, 0.25, 1.51], [1.29, -1.27, -0.27], [-0.77, -0.02, -0.14], [1.35, -0.91, 0.94], [0.79, -0.50, -1.61], [-0.75, 0.59, -0.53], [0.03, 0.15, 0.26], [0.12, -0.17, -0.23], [-0.32, 0.61, 1.08], [-0.82, 0.10, 0.96], [-0.14, -0.10, 0.10], [0.28, 0.15, -0.15], [0.19, 0.04, -0.02], [0.00, -0.07, -0.11], [-0.63, 0.51, 0.62], [-0.43, 0.48, -0.51], [0.05, 0.02, 0.23], [-0.44, -0.01, -0.27], [-0.42, 0.36, 0.78], [-0.36, -0.14, 0.08], [-0.25, 0.08, 0.32], [0.25, -0.28, 0.50], [0.18, 0.61, -0.47], [0.35, -0.50, -0.65], [0.27, 0.22, 0.16], [-1.64, 1.27, -0.30], [1.10, -0.06, -2.26], [0.59, 0.82, 0.67], [0.38, -0.56, 0.90], [-0.41, 1.54, -1.60], [-2.04, -0.64, -0.43], [-1.02, -1.04, 0.50], [0.40, 0.04, 0.22], [1.29, 0.08, 0.11], [0.00, 0.59, 0.58], [-0.50, -0.10, 0.49], [0.22, -0.43, 0.03], [0.31, -0.12, -0.11], [0.21, 0.02, 0.32], [0.62, -0.25, 0.23], [-0.03, 0.03, -0.25], [0.12, -0.13, 0.44], [0.10, 0.18, 0.19], [0.23, -0.54, 0.26], [0.67, 0.03, 0.41], [-0.62, 0.02, 0.08], [-0.21, 0.12, 0.20], [-0.37, 0.31, 0.03], [0.14, -0.05, -0.09], [0.69, -0.31, 0.06], [-0.49, 0.02, -0.61], [0.12, -0.78, -0.22], [0.04, 0.08, -0.17], [-0.54, -0.28, -0.02], [0.64, 0.38, 0.09], [-1.27, 0.43, 0.57], [0.37, -0.07, -0.35], [-1.31, -1.42, -0.86], [0.91, -0.66, 1.67], [-0.59, 0.92, 0.20], [0.11, 0.26, 0.67], [-0.95, 1.00, 0.74], [0.06, 0.07, -0.08], [0.43, 1.47, 0.40], [-0.47, 0.32, -0.41], [-1.22, -0.56, -0.59], [0.34, -0.51, -0.21], [0.82, 0.65, -0.10], [0.39, -0.03, 0.25], [0.12, 0.07, -0.45], [0.23, 0.36, -0.04], [0.48, 0.24, -0.62], [0.16, -0.41, 0.50], [-0.41, -0.12, -0.50], [0.40, -0.31, -0.11], [0.39, -0.39, -0.86], [-0.25, -0.46, 0.16], [-0.08, -0.20, -0.16], [-0.14, -0.35, -0.12], [0.40, -0.57, 0.52], [0.25, 0.19, 0.12], [0.02, -0.24, -0.33], [0.55, 0.90, -0.27], [0.26, -0.52, 0.24], [0.14, 0.00, -0.50], [-0.51, -0.47, 0.29], [0.79, -0.19, 0.68], [-0.73, -0.57, -0.26], [-0.84, -2.14, 1.42], [1.27, 2.12, -1.48], [-0.03, -0.11, -0.22], [0.11, -0.01, -0.22], [-0.03, -0.14, -0.13], [-0.40, 0.40, -0.47], [0.16, 0.04, 0.01], [0.27, 0.32, 0.40], [0.01, 0.63, 0.05], [-1.60, -1.02, 0.26], [-0.16, -0.71, 0.28], [0.84, 0.23, -0.85], [-1.92, 0.52, -0.22], [1.53, -0.59, 0.60], [0.38, 0.50, -0.33], [0.48, -0.02, -0.04], [0.26, 0.44, 0.69], [0.10, 0.09, 0.07], [0.46, 1.10, -0.48], [-0.36, -0.19, -0.28], [0.08, -0.22, 0.26], [-1.05, 0.10, -0.08], [-0.16, 1.00, 0.58], [-0.78, -0.18, -1.26], [0.03, 0.48, 0.57], [0.76, -0.43, 0.30], [0.72, -0.65, 0.24], [0.23, 0.32, -0.14], [0.01, 0.02, -0.37], [-0.10, -0.47, 0.14], [0.26, -0.31, -0.07], [-0.17, 0.08, -0.08], [0.21, -0.17, 0.21], [0.49, 1.10, -0.73], [0.03, 0.29, -0.34], [0.86, 0.60, -0.22], [0.50, 0.25, -0.11], [-0.54, -0.74, -0.25], [0.35, -0.22, 0.43], [-0.61, -0.51, -0.17], [-0.23, -0.34, 0.05], [-0.40, -0.09, 0.23], [0.30, 0.18, 0.45], [-0.11, -0.20, 0.10], [-0.85, -0.21, 0.38], [0.03, -0.42, -0.17], [-0.07, -0.50, 1.21], [-0.03, 1.34, -0.46], [0.97, -0.63, -0.01], [-1.07, 0.80, 0.22], [-0.44, -0.12, -0.11], [0.39, 0.25, 0.00], [0.04, 0.41, 0.07], [0.14, -0.16, -0.22], [-0.11, 0.07, 0.11], [0.05, -1.22, -0.18], [-0.01, 0.15, -0.48], [0.18, -1.54, 0.96], [0.23, 1.48, -1.53], [-0.77, 2.15, 0.39], [-0.09, 0.42, -0.12], [-0.57, -0.66, 0.75], [0.02, -2.69, 0.58], [0.17, 0.94, -0.88], [0.02, 0.24, 0.25], [0.35, -0.29, -0.27], [-0.70, 0.00, -0.15], [0.09, -0.25, -0.33], [0.59, -0.29, 0.33], [0.34, 0.35, 0.11], [0.10, 0.20, -0.17], [-0.13, -0.21, 0.27], [0.39, 0.53, 0.78], [0.86, -1.83, 0.20], [-0.12, -0.05, 0.27], [-1.84, 0.55, 1.20], [2.09, 0.14, -1.59], [-0.26, -0.91, 0.50], [0.48, 0.87, -0.86], [-0.38, 0.58, -0.23], [-0.19, -0.18, -0.33], [0.08, 0.09, -0.36], [-0.48, 0.67, -0.04], [-0.53, 0.05, -0.09], [0.30, -0.33, 0.25], [-0.21, -0.37, 0.13], [-0.18, 0.22, 0.09], [1.00, -0.52, -0.54], [-0.05, -0.37, 0.25], [0.40, -0.21, 0.05], [2.10, -0.45, 0.58], [-1.49, 1.30, -0.35], [-1.14, -0.18, 1.24], [0.82, 0.51, -1.63], [0.04, 0.39, 0.08], [-0.31, -0.17, -0.14], [0.07, -0.45, 0.17], [-0.49, 0.56, 0.05], [-0.50, -0.08, -0.41], [-0.24, -0.03, 0.57], [0.01, -0.39, -0.18], [-0.15, 0.06, 0.28], [-0.69, -0.23, -0.51], [0.26, -1.01, 0.79], [0.35, 1.98, 0.18], [-1.39, -1.16, 1.25], [-0.41, -0.25, 0.55], [0.62, 0.41, -0.59], [1.25, 0.19, 0.08], [0.04, 0.55, 0.07], [-0.05, 0.10, 0.06], [-0.06, -0.31, 0.04], [1.25, -0.44, -0.80], [-0.19, 0.52, -0.41], [-0.11, 0.15, 0.04], [-0.30, -0.23, -0.19], [-0.53, -0.40, -0.18], [-1.04, 0.90, 1.34], [0.16, -1.96, -1.41], [0.43, 0.82, 1.77], [-0.30, -1.30, -0.18], [0.04, 1.02, -0.26], [0.01, 0.70, -0.54], [-0.45, -0.66, 0.14], [0.00, -0.58, -0.03], [0.29, 0.44, -0.27], [0.34, -0.19, -0.55], [0.17, 1.04, 0.09], [-0.08, -0.13, -0.22], [-0.05, 0.06, 0.36], [0.64, 0.28, 0.68], [-0.19, -0.41, -0.85], [-1.43, -0.93, 0.66], [1.34, 0.54, -1.15], [0.05, -0.30, -0.80], [-0.78, 0.57, 1.68], [-0.18, 0.38, -0.50], [1.28, -0.39, 0.02], [0.48, 0.41, 0.72], [0.44, -0.06, -0.17], [0.29, 0.26, 0.47], [0.02, 0.17, -0.19], [-0.48, -0.03, -0.26], [-0.44, 0.37, 0.66], [0.27, -0.03, -0.82], [-0.12, 0.08, 0.19], [-0.68, -0.95, -0.52]], "mulliken_charge": [-1.601, 1.722, -1.643, 1.272, -0.401, 2.632, 0.111, -0.515, -2.337, -1.276, -1.878, 0.436, 0.118, 0.440, 0.267, 0.570, -0.905, 0.248, -0.777, 0.447, 0.584, -0.041, 0.569, 0.738, -0.561, 0.155, 0.476, 0.339, 0.326, 0.399, -1.655, 0.577, 0.208, -1.259, -0.136, 1.891, 1.748, -0.675, -2.037, -1.595, -1.733, 0.117, 0.586, 0.390, 0.897, -1.011, 0.398, 0.391, -0.719, 0.240, 0.351, 0.315, 0.462, -0.252, 0.661, 0.338, 0.327, 0.433, 0.363, 0.464, -0.383, 2.724, -1.441, -0.123, -0.588, 2.592, 0.909, 4.238, 0.714, 0.998, -1.425, -0.412, -0.246, -0.271, 0.209, 0.118, -0.490, 0.452, -0.585, 0.260, -0.464, -0.657, -1.024, -1.260, -0.747, -0.437, 0.699, 0.560, -1.341, -0.754, -0.608, -0.665, 1.071, 0.123, -0.547, -0.116, 0.219, 0.390, 0.392, 0.298, 0.322, -0.786, -1.332, 1.460, -0.525, 0.151, -0.572, 0.417, 0.178, 0.227, 0.397, -0.976, 0.559, 0.087, -1.425, 0.147, 2.014, -0.420, -0.405, 0.363, 0.316, 0.424, 0.099, 0.088, -1.232, -0.113, -1.639, -0.219, 0.847, -0.250, -0.213, 0.298, 0.472, 0.394, 0.217, 0.450, -1.074, 0.801, 0.137, -0.342, -0.651, 0.274, -0.514, -0.620, 0.329, 0.171, 0.320, 0.219, 0.320, 0.425, -1.864, 1.151, -0.508, 0.260, -0.881, -0.472, 0.562, 0.409, 0.451, 0.376, -0.376, -0.033, -0.023, -1.062, 0.536, -0.241, -0.413, -0.157, 0.480, -0.582, 0.301, -0.902, 0.133, 0.157, -0.257, 0.611, -0.160, 0.228, 0.296, 0.341, -0.924, 1.465, -0.674, 0.485, -0.621, -0.101, -0.809, 0.757, 0.395, -0.377, -0.117, -0.802, 0.328, 0.255, 0.318, 1.250, -1.098, -0.119, 0.653, -0.707, -0.362, -0.221, -0.655, -0.175, 0.067, 0.543, 0.141, 0.334, 0.365, -0.066, -1.627, 0.737, 0.405, 0.457, -0.534, -0.242, -0.333, 0.394, 0.245, 0.405, 0.063, -0.437, -0.096, 0.301, 0.240, -0.165, 0.264, -0.439, 0.654, -0.424, -0.404, -0.169, -0.126, -0.084, 0.426, -0.365, 0.590, 0.289, 0.285, -0.191]}